Record 1
50
Properties=species:S:1:pos:R:3 method="wB97M-V/def2-TZVPD" total_energy_ev=-92262.0166
O -5.56257 1.55249 -1.39519
Br -5.40195 -1.66678 -0.95523
C -4.51128 1.01544 -1.03700
C 4.30785 -0.23584 1.36722
C -3.46407 2.02746 -0.47540
C -1.11512 2.41134 0.63272
C 2.91246 -1.06184 -1.15118
C 3.70187 -1.60462 1.25217
C 1.35288 -2.30681 0.28702
C 3.18462 0.83667 1.47901
C 0.15286 1.75365 1.11739
C 0.01858 -1.84905 -0.31584
C -1.49056 0.60532 -1.94932
C -2.91137 -0.96587 -0.51104
C -2.31391 1.40213 0.32663
C 2.45999 -1.26742 0.28059
C 1.90341 0.00050 1.03798
C 0.69710 0.53326 0.32756
C -0.56043 -0.45858 0.26210
C -1.77887 0.14326 -0.48107
C -4.05676 -0.40111 -1.36596
H 4.79592 -0.05334 0.37750
H 5.02432 -0.09162 2.23400
H -4.10953 2.66470 0.28882
H -2.95711 2.66956 -1.24882
H -0.80975 2.88966 -0.28566
H -1.39096 3.14136 1.41043
H 2.73389 -0.05741 -1.60232
H 3.97932 -1.37525 -1.28058
H 2.52060 -1.81806 -1.92220
H 4.44000 -2.41527 0.93778
H 3.50260 -1.82559 2.32076
H 1.60547 -3.17148 -0.38129
H 1.22683 -2.69085 1.36733
H 3.41501 1.65465 0.80985
H 3.07132 1.21103 2.44184
H 0.00304 1.44086 2.15055
H 0.93830 2.44678 1.23711
H -0.75814 -2.70078 -0.14694
H 0.14611 -1.71511 -1.35243
H -1.68558 -0.25486 -2.57366
H -2.06097 1.30711 -2.52286
H -0.47204 0.96087 -2.02769
H -3.19497 -1.26821 0.50192
H -2.50619 -1.86333 -0.93960
H -2.76494 1.00577 1.29305
H 1.45064 -0.27115 2.04093
H 1.00590 0.79830 -0.68609
H -0.78754 -0.69230 1.29328
H -3.88630 -0.38966 -2.46820

Record 2
96
Properties=species:S:1:pos:R:3 method="wB97M-V/def2-TZVPD" smiles="NC(N)=O.NC(N)=O.NC(N)=O.NC(N)=O.NC(N)=O.NC(N)=O.CCO.CCO.CCO.CCO.CO.CO" total_energy_ev=-59948.6671
C -3.37142 -0.06575 0.40391
C -4.59542 -0.30975 1.30091
O -4.33942 -1.22675 2.31391
H -2.79342 -0.89175 0.02991
H -2.58342 0.52025 1.02991
H -3.55842 0.54725 -0.51309
H -5.39942 -0.69575 0.67791
H -4.89742 0.64925 1.64791
H -5.10242 -1.23375 2.89391
C 4.13058 -0.67575 3.68991
C 3.67758 -0.89575 2.23891
O 3.51158 0.43825 1.74691
H 3.32758 -0.34575 4.39291
H 4.90158 0.12225 3.67891
H 4.39058 -1.67875 4.13591
H 2.70158 -1.30975 2.11591
H 4.37058 -1.50675 1.69291
H 3.06958 0.39125 0.88991
C -4.25642 -2.03375 -2.12709
C -3.20442 -2.02575 -3.20809
O -1.99142 -1.43475 -2.73509
H -4.56742 -1.03075 -1.77909
H -4.07442 -2.75975 -1.34709
H -5.17742 -2.46575 -2.53509
H -3.54242 -1.54675 -4.08409
H -2.91742 -3.04575 -3.52709
H -2.19242 -0.50375 -2.74109
C -1.26342 3.90425 0.45191
C 0.06958 4.17625 1.09091
O 0.79858 5.12125 0.23491
H -1.00342 3.37525 -0.43509
H -1.74942 4.85225 0.23791
H -1.94942 3.35125 1.17791
H 0.56958 3.20825 1.21591
H -0.03542 4.69925 2.08491
H 1.71858 5.00425 0.45991
C 1.22958 1.83025 -2.99509
O 2.52458 1.25325 -2.74509
N 0.80558 2.94125 -2.46809
N 0.30858 1.22025 -3.63809
H 1.48358 3.45825 -1.89409
H -0.08342 3.34425 -2.54709
H 0.54258 0.25425 -3.90909
H -0.64342 1.43325 -3.39309
C 4.31258 2.92625 -0.38409
O 3.05158 3.47025 -0.61009
N 5.09058 3.30825 0.53591
N 4.77358 2.01325 -1.19209
H 4.61058 3.84625 1.28791
H 5.75958 2.58025 0.83691
H 4.02358 1.66925 -1.78709
H 5.55458 1.34125 -0.91709
C -0.16342 -4.40975 -1.68709
O -0.36042 -4.90175 -2.96709
N 0.69458 -4.89575 -0.86009
N -0.60942 -3.23575 -1.29709
H 1.23358 -5.65275 -1.30009
H 1.01858 -4.52975 0.01591
H -1.12142 -2.66575 -1.97309
H -0.93142 -3.07175 -0.35109
C -0.03942 1.26525 3.35491
O 0.26058 2.59525 3.46591
N -1.26542 0.84425 3.24291
N 0.84158 0.33725 3.21791
H -1.95542 1.60825 3.32691
H -1.55542 -0.08475 3.01991
H 1.83758 0.71025 3.20791
H 0.59858 -0.58375 2.81691
C 2.82258 -2.00075 -1.08709
O 3.71458 -0.94675 -0.80909
N 1.50358 -1.78475 -1.19609
N 3.10258 -3.26175 -1.07209
H 1.26858 -0.80475 -1.12009
H 0.67958 -2.45375 -1.20909
H 4.04458 -3.53675 -1.03609
H 2.50558 -3.95675 -1.31809
C -0.88442 -2.41675 2.43191
O -1.05142 -2.99575 1.21291
N 0.27158 -2.36475 3.02591
N -1.85042 -1.93875 3.10891
H 1.05458 -2.93075 2.57291
H 0.34658 -2.11375 4.06991
H -2.80942 -1.91675 2.70591
H -1.74242 -1.69175 4.12991
C -0.02942 0.48125 0.09491
O 1.29558 1.00025 0.03791
H -0.27542 -0.44575 0.57591
H -0.49542 0.51625 -0.84009
H -0.60642 1.20225 0.63491
H 1.23858 1.85225 -0.37209
C -3.22442 1.55625 -3.78109
O -2.28542 1.56925 -2.75209
H -2.70342 1.16225 -4.61809
H -3.57942 2.56225 -4.01409
H -4.07442 0.92925 -3.66209
H -2.73642 1.83225 -1.93109

Record 3
55
Properties=species:S:1:pos:R:3 method="wB97M-V/def2-TZVPD" total_charge=-2 total_energy_ev=-38484.9878
Rb -1.10765 -0.50120 -0.48852
O -0.04181 -2.68033 -1.42870
C 0.18300 -3.02853 -0.21791
C -0.55950 -4.06689 0.42114
C -0.34783 -4.42583 1.73639
C 0.61382 -3.77758 2.50940
C 1.35054 -2.75468 1.92841
C 1.16686 -2.37428 0.60243
C 1.99960 -1.33025 -0.01440
N 2.43270 -0.23202 0.48076
N 2.16893 0.12732 1.77473
C 1.01226 0.65118 2.08905
O -0.00009 0.86627 1.35476
C 0.95669 1.07628 3.53624
C 1.68646 0.41013 4.51923
C 1.60197 0.79570 5.84782
C 0.78908 1.86132 6.21657
C 0.05624 2.52802 5.24367
C 0.13100 2.12995 3.91651
H -1.31179 -4.57072 -0.17707
H -0.94143 -5.22502 2.17199
H 0.77955 -4.05550 3.54368
H 2.10526 -2.23737 2.50778
H 2.32286 -1.52603 -1.03565
H 2.32518 -0.40613 4.20964
H 2.16667 0.26270 6.60536
H 0.72427 2.16071 7.25685
H -0.58181 3.35566 5.53404
H -0.45399 2.62074 3.14877
C -2.07886 2.37016 -3.56165
C -0.77350 1.62454 -3.46831
C -0.66087 0.34215 -4.00014
C 0.52066 -0.38150 -3.89345
C 0.61006 -1.80167 -4.37594
C 1.61158 0.21431 -3.26601
C 1.53009 1.49127 -2.72356
C 2.70162 2.08645 -1.99457
C 0.32530 2.18207 -2.82629
H -2.54128 2.23325 -4.54053
H -1.93664 3.43721 -3.38778
H -2.77642 1.98868 -2.81102
H -1.52154 -0.10281 -4.48975
H -0.23688 -2.05762 -5.01422
H 0.58532 -2.45673 -3.49901
H 1.53645 -1.98280 -4.92596
H 2.54326 -0.33651 -3.18246
H 2.71143 1.69989 -0.97143
H 2.64138 3.17576 -1.96273
H 3.64542 1.79583 -2.45977
H 0.24587 3.17695 -2.39987
N -8.07417 1.63958 0.07159
C -7.08117 1.49340 -0.52518
N -6.02816 1.39853 -1.26791
C -4.89187 0.80823 -1.15571
N -3.83409 0.30775 -1.16130

Record 4
11
Properties=species:S:1:pos:R:3 method="wB97M-V/def2-TZVPD" total_charge=+1 total_energy_ev=-9319.2309
C -0.65985 -0.41171 0.92578
C -0.23668 -1.06284 -0.26253
C -0.24255 -0.43314 -1.46440
O 1.22684 1.33006 0.08999
O 0.14468 1.79135 0.80042
O -0.53739 0.74748 1.43256
H -1.18119 -0.88835 1.81479
H -0.09853 -2.25396 -0.08656
H -0.08775 -1.00851 -2.40552
H 2.10751 1.59914 0.61073
H -0.43507 0.59049 -1.45527

Record 5
15
Properties=species:S:1:pos:R:3 method="wB97M-V/def2-TZVPD" smiles="ONC1=NNCCO1" total_energy_ev=-11785.7321
C -0.55582 0.29639 -0.17207
C 2.09537 -0.43107 0.36064
C 1.73632 1.01069 -0.12069
H -2.01853 -1.21958 -0.16767
H -1.97020 1.28647 0.68494
H 1.30279 -1.88768 -0.96158
H 3.04718 -0.81830 -0.15671
H 2.12907 -0.63096 1.41310
H 2.31476 1.71753 0.63548
H 2.04365 1.18814 -1.20586
N -1.84419 0.63132 -0.07125
N -0.30196 -0.96308 -0.18433
N 1.04001 -1.45288 -0.02766
O -2.63696 -0.44033 0.19725
O 0.29184 1.39044 -0.03054